Run A
The following is a DFT calculation (wB97M-V/def2-TZVPD) of a cluster of 4 separate species, C3H11NO3 in total.

Molar mass, g/mol: 109.12
Kohn-Sham gap, eV: 9.436
SMILES: C=CN=C.O.O.O

Last column: natural (NBO) charge in e.
Atoms and positions in Å:
H1 -2.8968 0.6750 -0.7263  0.49
O1 -2.4413 -1.2116 -0.3100  -0.98
H2 0.7603 0.0744 4.2937  0.47
H3 0.1143 1.9393 -1.9942  0.18
H4 -2.6013 2.2536 -1.3212  0.47
H5 3.3897 -1.0702 0.3703  0.21
O2 0.4215 -0.7456 4.0121  -0.94
H6 1.0783 0.7448 -2.9452  0.14
H7 -1.5974 -0.6012 -0.0072  0.50
C1 1.6359 -0.6806 -0.6747  -0.02
H8 1.4775 -1.6513 -1.0272  0.18
O3 -3.0592 1.5974 -0.5921  -0.97
H9 -0.5091 -0.6599 3.8088  0.47
C2 0.4527 0.9463 -2.0984  0.00
C3 2.7389 -0.3491 0.0511  -0.44
H10 -2.1400 -2.0993 -0.1830  0.48
N1 0.4198 0.1197 -1.1031  -0.46
H11 2.7561 0.7182 0.4466  0.21

Run B
The following is a DFT calculation (wB97M-V/def2-TZVPD) of a cluster of 2 separate species, C3H11NO3 in total.

Molar mass, g/mol: 109.12
Kohn-Sham gap, eV: 9.833
SMILES: NC(CO)CO.O

Last column: natural (NBO) charge in e.
Atoms and positions in Å:
C1 0.5727 1.4595 0.4012  -0.08
N1 -0.8333 -0.3343 -0.3266  -0.87
O1 -0.2178 2.6317 0.1610  -0.71
H1 1.3660 -1.0011 1.5094  0.18
H2 -1.0230 -2.3037 1.6679  0.46
H3 1.4472 1.2746 -0.3704  0.18
H4 -1.1543 -1.2771 -0.2585  0.37
O2 -0.1327 -2.1752 1.4361  -0.73
O3 0.6405 -0.5961 -3.4009  -0.94
H5 1.0748 1.6346 1.2801  0.17
H6 0.1714 -0.6914 2.8026  0.16
C2 0.3851 -0.8503 1.6787  -0.07
H7 -0.2093 -0.3913 -1.1316  0.35
H8 -1.2423 0.6963 1.4280  0.21
H9 -0.1559 -0.8516 -2.9137  0.47
H10 0.3188 -0.0207 -4.1750  0.48
C3 -0.3311 0.3138 0.8865  -0.10
H11 -0.6768 2.4823 -0.6749  0.47

Most favorable structure: run B. The second most favorable one is 0.0646 hartree above it.

Run A
The following is a DFT calculation (wB97M-V/def2-TZVPD) of a cluster of 3 separate species, C3H11NO3 in total.

Molar mass, g/mol: 109.12
Kohn-Sham gap, eV: 10.698
SMILES: CCNC=O.O.O

Last column: natural (NBO) charge in e.
Atoms and positions in Å:
H1 -2.1962 1.0859 -1.0472  0.19
H2 -3.4668 -0.6538 0.2809  0.21
H3 4.1602 -0.4058 -0.2190  0.48
H4 2.1053 -0.3351 1.3392  0.52
O1 3.3772 -0.0618 0.1668  -1.00
C1 0.2545 0.7622 -1.4508  0.54
C2 -2.3960 -0.7101 0.1543  -0.62
H5 -2.2263 -1.3529 -0.7165  0.21
H6 1.3033 -1.3465 2.2605  0.48
C3 -1.7927 0.6526 -0.1067  -0.21
O2 1.2577 -0.4918 1.8118  -0.99
H7 -2.0754 1.3228 0.6859  0.20
H8 -0.4766 1.0744 -2.1813  0.11
O3 1.4804 0.6050 -1.6985  -0.69
H9 2.8211 0.2083 -0.6047  0.51
H10 -1.9828 -1.1827 1.0450  0.21
H11 0.1910 0.2417 0.5409  0.44
N1 -0.3379 0.5877 -0.2606  -0.60

Run B
The following is a DFT calculation (wB97M-V/def2-TZVPD) of a cluster of 3 separate species, C3H11NO3 in total.

Molar mass, g/mol: 109.12
Kohn-Sham gap, eV: 10.229
SMILES: CNCC=O.O.O

Last column: natural (NBO) charge in e.
Atoms and positions in Å:
C1 2.4344 0.5190 0.2303  -0.42
H1 -0.6560 -2.2388 0.9380  0.47
H2 2.9734 1.0611 -0.5296  0.17
C2 0.6780 0.2343 -1.4060  -0.36
H3 -4.1251 0.9161 1.0272  0.46
H4 2.6126 0.9061 1.2298  0.20
N1 0.9811 0.6135 -0.0163  -0.62
H5 -2.9988 0.0514 1.5802  0.48
O1 -3.5227 0.8381 1.7723  -0.95
H6 -1.2531 -0.3261 -0.6435  0.12
O2 -1.0536 -1.2425 -2.3648  -0.51
H7 0.7568 1.0595 -2.1129  0.22
C3 -0.5998 -0.5540 -1.4953  0.43
O3 -1.0469 -1.5093 1.4400  -0.95
H8 -0.2907 -0.9804 1.7225  0.48
H9 0.8470 1.6030 0.0972  0.36
H10 2.7710 -0.5170 0.2650  0.19
H11 1.4924 -0.4341 -1.7341  0.21

Run C
The following is a DFT calculation (wB97M-V/def2-TZVPD) of a cluster of 3 separate species, C3H11NO3 in total.

Molar mass, g/mol: 109.12
Kohn-Sham gap, eV: 9.863
SMILES: NCCC=O.O.O

Last column: natural (NBO) charge in e.
Atoms and positions in Å:
H1 0.3497 1.6586 -1.5686  0.33
H2 0.0658 -3.7563 -1.3990  0.48
H3 3.0208 -2.0732 1.2878  0.48
H4 -1.8818 0.9363 2.0583  0.12
H5 -0.1669 0.1312 -1.7915  0.35
O1 0.3424 -3.4909 -2.3277  -0.96
O2 2.4416 -2.6657 0.7320  -0.95
N1 0.6459 0.7767 -1.3256  -0.80
H6 0.2810 -4.1769 -2.9819  0.48
H7 1.1950 0.5210 0.8542  0.19
H8 -0.3348 -0.2023 0.2756  0.18
C1 -1.7054 1.8183 1.3802  0.43
O3 -2.6244 2.6182 1.3304  -0.52
H9 1.6714 -2.9789 1.2156  0.47
H10 0.4932 2.8175 0.9533  0.24
H11 -0.5071 2.5461 -0.2744  0.20
C2 0.3353 0.6897 0.1725  -0.23
C3 -0.2940 2.0665 0.5762  -0.52

Most favorable structure: run A. The second most favorable one is 0.0679 hartree above it.